[1]
The following is a quantum chemistry calculation of a molecular structure, C26H49Cl2NO3P2RuS2Si, from OMol25.

The value obtained for the LUMO energy (spin up / spin down) is -0.064 / -0.155 hartree. The net charge is +1. As for the relative energy (zero: lowest compared OMol25 entry of this formula, charge and spin): 44.7 kcal per mole. The HOMO-LUMO gap (spin up / spin down) is 7.69 / 6.90 eV. Its HOMO energy (spin up / spin down) is -9.43 / -11.12 eV. The total energy is -111139.629 eV. As for the multiplicity: 6.

Last column: Löwdin spin population.
Positions of all 87 atoms, in Å:
Ru  1.351  -1.748  -0.359  3.359
C  0.820  -5.399  -1.172  0.031
P  0.035  -3.901  -0.388  0.148
C  -1.583  -3.675  -1.178  0.020
C  -0.626  -4.357  1.373  0.016
C  -0.213  -3.275  2.407  0.005
P  1.388  -2.410  2.190  0.121
C  2.660  -3.698  2.654  0.021
C  1.566  -1.248  3.573  0.026
H  0.311  -6.347  -0.952  0.005
H  1.886  -5.521  -0.890  0.001
H  0.752  -5.205  -2.223  0.001
H  -2.101  -4.622  -1.169  0.004
H  -1.381  -3.521  -2.271  0.000
H  -2.190  -2.915  -0.663  0.003
H  -0.384  -5.357  1.650  0.001
H  -1.743  -4.293  1.262  0.002
H  -0.326  -3.547  3.431  0.001
H  -0.873  -2.377  2.162  0.000
H  2.484  -4.595  1.950  0.000
H  2.753  -3.881  3.679  0.003
H  3.594  -3.316  2.150  0.001
H  1.747  -1.819  4.528  0.005
H  0.735  -0.551  3.647  0.000
H  2.535  -0.745  3.390  0.001
Cl  2.127  1.029  -2.906  0.007
C  1.227  -0.064  -3.968  0.023
C  0.525  0.468  -5.015  -0.003
C  -0.110  -0.261  -5.983  0.025
C  -0.193  -1.613  -5.804  -0.003
C  0.569  -2.167  -4.775  0.031
Cl  0.462  -3.837  -4.646  0.017
C  1.338  -1.456  -3.851  0.046
S  2.055  -2.328  -2.543  0.355
H  0.651  1.559  -5.177  0.000
H  -0.579  0.193  -6.806  0.002
H  -0.781  -2.129  -6.559  0.000
C  -2.627  2.388  3.083  0.000
C  -2.272  0.908  2.860  0.001
C  -1.981  0.133  4.127  0.000
C  -3.410  0.217  2.098  0.002
O  -1.021  0.731  2.071  0.015
Si  -0.660  1.224  0.571  0.063
S  -0.647  -0.579  -0.587  0.458
O  -2.006  2.073  0.059  0.016
C  -2.335  2.914  -1.079  0.001
C  -2.948  4.217  -0.546  0.001
C  -3.374  2.078  -1.835  0.002
C  -1.165  3.146  -1.984  0.002
O  0.792  1.875  0.254  0.012
C  1.490  2.996  0.880  0.001
C  0.532  4.069  1.130  0.000
C  2.482  3.513  -0.161  0.000
C  2.196  2.571  2.186  0.000
H  -3.267  2.536  3.937  0.000
H  -3.102  2.808  2.263  0.000
H  -1.733  2.948  3.241  0.000
H  -2.900  -0.020  4.720  0.000
H  -1.304  0.449  4.920  0.000
H  -1.664  -0.868  3.788  0.000
H  -4.307  0.333  2.720  0.000
H  -3.160  -0.893  1.947  0.001
H  -3.410  0.815  1.184  0.001
H  -3.818  3.937  0.100  0.000
H  -3.355  4.867  -1.321  0.000
H  -2.267  4.834  0.059  0.000
H  -4.291  2.045  -1.258  0.000
H  -2.930  1.101  -1.974  0.003
H  -3.604  2.438  -2.890  0.000
H  -0.385  3.799  -1.484  0.000
H  -1.477  3.699  -2.864  0.000
H  -0.695  2.204  -2.270  0.003
H  0.025  4.421  0.276  0.000
H  1.108  4.932  1.485  0.000
H  -0.228  3.850  1.920  0.000
H  1.888  3.778  -0.975  0.000
H  3.281  2.822  -0.530  0.000
H  3.022  4.370  0.274  0.000
H  1.536  1.963  2.811  0.000
H  2.216  3.535  2.760  0.000
H  3.267  2.262  2.087  0.000
C  4.957  -0.730  -1.848  0.014
C  4.053  -0.780  -0.767  0.065
N  3.421  -0.791  0.218  0.055
H  4.547  -1.342  -2.620  0.007
H  5.810  -1.183  -1.495  0.001
H  5.233  0.317  -2.290  0.001

Atoms 1-6, force components in eV/Å:
Ru -0.950 0.855 0.016
C -0.071 -0.023 1.006
P -0.528 -1.208 1.577
C 0.473 -0.398 -1.457
C -0.354 1.587 -0.865
C -0.744 1.726 -1.517

***

[2]
The following is a quantum chemistry calculation of a molecular structure, C26H49CoNO4Si2, from OMol25.

The value obtained for the LUMO energy (spin up / spin down) is -0.010 / -0.013 hartree. The HOMO-LUMO gap (spin up / spin down) is 5.92 / 7.15 eV. Its HOMO energy (spin up / spin down) is -6.18 / -7.51 eV. The total energy is -90817.795 eV. As for the multiplicity: 4.

Last column: Löwdin spin population.
Positions of all 83 atoms, in Å:
O  -0.504  -1.355  -1.968  0.001
O  0.923  0.756  -3.553  0.001
C  0.316  -2.561  -2.356  0.000
C  -0.366  -3.766  -1.764  0.000
H  1.312  -2.350  -1.983  0.000
H  0.311  -2.544  -3.450  0.000
H  -0.439  -3.692  -0.665  0.000
H  0.206  -4.675  -2.023  0.000
H  -1.373  -3.905  -2.172  0.000
C  -1.700  -1.025  -2.759  0.000
C  -1.545  -1.306  -4.233  0.000
H  -1.944  0.018  -2.553  0.000
H  -2.474  -1.654  -2.323  0.000
H  -0.821  -0.634  -4.722  0.000
H  -2.541  -1.173  -4.688  0.000
H  -1.270  -2.346  -4.427  0.000
C  0.453  2.051  -3.353  0.000
C  2.199  0.502  -4.083  0.000
C  -0.611  2.395  -4.377  0.000
H  1.263  2.787  -3.388  0.000
H  0.017  2.084  -2.344  0.000
H  -0.194  2.329  -5.397  0.000
H  -1.019  3.400  -4.220  0.000
H  -1.451  1.683  -4.309  0.000
C  2.178  0.645  -5.591  0.000
H  2.449  -0.537  -3.802  0.000
H  2.949  1.170  -3.639  0.000
H  1.394  0.000  -6.005  0.000
H  3.125  0.328  -6.036  0.000
H  1.973  1.683  -5.887  0.000
H  -0.027  -0.681  -1.320  0.002
Co  0.163  -0.662  1.468  2.540
C  1.175  0.100  -0.113  0.047
Si  2.950  0.404  0.343  0.018
H  1.127  -0.677  -0.874  0.008
H  0.678  1.004  -0.533  0.007
C  3.992  -0.836  -0.618  0.002
C  3.430  0.167  2.145  0.007
C  3.461  2.170  -0.058  0.003
C  -1.685  -1.282  0.952  0.079
Si  -3.134  -0.058  0.961  0.018
H  -1.893  -2.181  1.580  0.011
H  -1.445  -1.701  -0.041  0.012
C  -4.503  -0.779  -0.110  0.006
C  -2.692  1.652  0.287  0.003
C  -3.786  0.154  2.722  0.000
H  2.962  2.523  -0.969  0.000
H  4.550  2.242  -0.207  0.000
H  3.191  2.846  0.768  0.000
H  3.650  -1.850  -0.360  0.000
H  5.055  -0.751  -0.344  0.000
H  3.891  -0.690  -1.702  0.000
H  3.214  -0.858  2.484  0.000
H  2.914  0.871  2.818  0.000
H  4.514  0.327  2.266  0.001
H  -3.219  1.874  -0.656  0.000
H  -1.618  1.762  0.093  0.002
H  -2.974  2.426  1.018  0.000
H  -4.675  0.802  2.809  0.000
H  -3.007  0.563  3.381  0.000
H  -4.052  -0.839  3.108  0.000
H  -5.461  -0.292  0.131  0.001
H  -4.586  -1.856  0.091  0.001
H  -4.293  -0.647  -1.178  0.000
O  1.641  -3.670  3.542  0.032
C  1.138  -2.647  3.086  0.012
O  0.940  -2.369  1.801  0.067
C  0.717  -1.537  3.994  0.030
C  0.778  -1.562  5.390  -0.003
C  0.329  -0.468  6.118  0.024
C  -0.154  0.667  5.434  0.001
C  -0.690  1.789  6.129  0.005
C  -1.166  2.896  5.452  -0.004
C  -1.073  2.933  4.053  0.006
C  -0.545  1.864  3.335  0.003
C  -0.146  0.680  4.002  0.015
N  0.238  -0.458  3.322  0.032
H  1.160  -2.458  5.861  0.000
H  0.329  -0.472  7.213  0.001
H  -0.725  1.753  7.210  0.000
H  -1.597  3.741  6.001  0.000
H  -1.420  3.828  3.535  0.000
H  -0.436  1.935  2.253  0.005

Atoms 1-6, force components in eV/Å:
O 0.681 0.012 -0.582
O -0.311 -1.278 0.511
C -0.959 0.679 0.049
C 0.212 -0.560 0.247
H 0.050 -0.069 0.174
H 0.329 -0.111 0.413

***

[3]
The following is a quantum chemistry calculation of 3 unconnected molecules or ions with the total composition C26H49F6N5O4PS2, from OMol25.

The value obtained for the LUMO energy is -0.113 hartree. The net charge is +1. As for the relative energy (zero: lowest compared OMol25 entry of this formula, charge and spin): 0.0 kcal per mole. The HOMO-LUMO gap is 7.55 eV. Its HOMO energy is -10.62 eV. The total energy is -90649.701 eV. As for the multiplicity: 1.

Last column: Mulliken charge in e.
Positions of all 93 atoms, in Å:
C  4.441  -3.161  -1.061  -1.335
C  3.312  -2.273  -0.507  -0.452
C  1.993  -3.032  -0.243  -0.363
C  0.916  -2.797  -1.305  -0.946
C  0.430  -1.352  -1.417  -1.613
C  -0.759  -0.872  -0.565  1.242
S  -0.623  0.991  -0.659  1.296
O  -0.258  1.307  -2.003  -0.569
O  -1.727  1.639  -0.027  -0.561
C  0.883  1.385  0.432  0.511
F  1.552  0.265  0.768  -0.202
F  1.656  2.147  -0.337  -0.241
C  0.501  2.146  1.740  0.553
F  1.600  2.198  2.512  -0.208
F  0.088  3.387  1.449  -0.233
F  -0.460  1.475  2.404  -0.186
C  -0.875  -1.330  0.884  -3.152
C  -1.653  -2.652  0.914  0.636
N  -0.774  -3.798  1.061  0.256
C  -1.296  -5.107  0.650  -0.168
C  -0.663  -6.222  1.481  -1.428
P  -2.822  -2.626  2.397  0.200
S  -2.151  -1.596  3.885  -0.313
C  -2.414  -2.683  -0.415  -1.202
N  -2.081  -1.405  -1.172  1.112
F  -1.834  -1.788  -2.474  -0.284
C  -3.286  -0.498  -1.242  0.537
C  -3.930  -0.159  -0.081  -0.124
C  -5.033  0.657  -0.206  -0.979
N  -5.489  1.101  -1.365  -0.551
C  -4.847  0.745  -2.456  -0.584
C  -3.718  -0.063  -2.456  -0.447
H  5.402  -2.871  -0.641  0.353
H  4.277  -4.213  -0.834  0.347
H  4.536  -3.059  -2.142  0.334
H  3.646  -1.834  0.432  0.371
H  3.148  -1.462  -1.217  0.241
H  1.621  -2.839  0.762  0.081
H  2.214  -4.101  -0.269  0.636
H  1.366  -3.050  -2.268  0.568
H  0.096  -3.500  -1.171  0.033
H  0.214  -1.067  -2.443  0.462
H  1.266  -0.718  -1.125  0.523
H  0.080  -1.416  1.386  0.398
H  -1.415  -0.576  1.464  1.143
H  -0.455  -3.853  2.022  0.576
H  -2.390  -5.162  0.742  0.344
H  -1.072  -5.268  -0.408  0.227
H  -0.473  -7.092  0.856  0.389
H  -1.337  -6.555  2.268  0.372
H  0.278  -5.902  1.922  0.320
H  -4.081  -2.249  1.893  0.119
H  -2.979  -3.995  2.648  0.115
H  -3.495  -2.748  -0.321  0.497
H  -2.114  -3.497  -1.070  0.570
H  -3.595  -0.456  0.899  0.475
H  -5.564  0.971  0.683  0.418
H  -5.235  1.105  -3.399  0.439
H  -3.234  -0.322  -3.383  0.435
C  2.182  3.025  -5.681  -1.338
C  1.529  2.950  -7.058  0.352
C  -0.001  2.874  -7.021  -0.727
O  -0.526  1.615  -6.635  -0.467
C  -0.551  1.369  -5.249  -0.367
N  2.135  1.850  -7.810  -0.709
H  2.216  2.046  -5.201  0.225
H  3.210  3.371  -5.777  0.382
H  1.650  3.714  -5.022  0.331
H  1.771  3.876  -7.586  0.413
H  -0.378  3.041  -8.032  0.358
H  -0.415  3.664  -6.380  0.385
H  -0.761  2.279  -4.679  0.344
H  0.387  0.938  -4.890  0.112
H  -1.351  0.648  -5.063  0.146
H  1.819  1.875  -8.775  0.276
H  1.777  0.975  -7.440  0.294
C  0.617  4.168  5.234  -1.306
C  0.897  4.491  6.697  0.409
C  2.248  3.972  7.202  -0.736
O  2.302  2.577  7.426  -0.412
C  2.532  1.781  6.285  -0.572
N  -0.230  4.023  7.506  -0.722
H  0.301  3.131  5.109  0.098
H  -0.190  4.799  4.861  0.438
H  1.498  4.340  4.611  0.339
H  0.936  5.581  6.793  0.389
H  2.444  4.427  8.175  0.355
H  3.060  4.275  6.527  0.387
H  3.207  2.281  5.582  0.285
H  1.604  1.525  5.764  0.166
H  3.001  0.857  6.623  0.308
H  -0.130  4.353  8.460  0.285
H  -0.172  3.011  7.573  0.292

Atoms 1-6, force components in eV/Å:
C -0.010 0.234 -0.118
C 0.014 -0.393 0.117
C 0.154 -0.123 -0.202
C 0.086 -0.112 -0.174
C 0.086 0.078 0.180
C 0.808 -0.190 0.117